[1]
{
  "formula": "C5H6N2O2",
  "method": "wB97M-V/def2-TZVPD",
  "lumo_energy_ev": 0.5,
  "homo_lumo_gap_ev": 8.67,
  "e_above_lowest_kj_mol": 477.6,
  "species": ["C", "C", "C", "O", "C", "C", "N", "N", "O", "H", "H", "H", "H", "H", "H"],
  "positions_angstrom": [[-0.8963, 0.4051, 2.3359], [-0.3623, 0.2953, 0.9422], [-0.3683, 1.4082, 0.2393], [-0.3633, 2.4372, -0.3098], [0.0864, -1.0215, 0.4396], [0.6343, -1.4626, -0.7331], [1.1737, -0.7162, -1.7708], [0.3927, -0.2269, -2.6048], [1.1415, 0.4123, -3.5488], [-2.0597, 0.6622, 2.4334], [-0.3661, 1.1468, 2.7868], [-0.5987, -0.5123, 2.8071], [-0.1501, -1.6842, 1.2372], [0.8927, -2.4515, -0.6888], [0.8434, 1.3081, -3.5653]]
}

=====

[2]
{
  "formula": "C5H6N2O2",
  "method": "wB97M-V/def2-TZVPD",
  "lumo_energy_ev": -0.5,
  "homo_lumo_gap_ev": 8.38,
  "e_above_lowest_kj_mol": 270.8,
  "species": ["C", "O", "C", "C", "N", "N", "C", "C", "O", "H", "H", "H", "H", "H", "H"],
  "positions_angstrom": [[2.5398, -0.2315, 0.2247], [1.3137, 0.2641, 0.5698], [0.2864, -0.1561, -0.1687], [0.1169, -0.8038, -1.3792], [-1.2049, -0.8318, -1.7140], [-1.8915, -0.2487, -0.8234], [-1.0709, 0.2222, 0.2078], [-1.7509, 0.9241, 1.1973], [-3.0491, 1.1360, 1.1137], [2.4739, -1.3262, 0.3667], [2.7485, -0.0516, -0.8052], [3.2733, 0.2369, 0.8942], [0.8406, -1.2746, -2.0365], [-1.2868, 1.4063, 2.0538], [-3.3390, 0.7349, 0.2991]]
}

=====

[3]
{
  "formula": "C5H6N2O2",
  "method": "wB97M-V/def2-TZVPD",
  "lumo_energy_ev": [0.1, 0.1],
  "homo_lumo_gap_ev": [8.36, 8.36],
  "e_above_lowest_kj_mol": 349.6,
  "species": ["C", "N", "C", "C", "C", "C", "O", "N", "O", "H", "H", "H", "H", "H", "H"],
  "positions_angstrom": [[-1.5442, 0.5782, -0.5233], [-0.2719, -1.3809, 0.5083], [0.4346, 0.6353, 1.3310], [1.0212, -0.7877, 0.0111], [-0.5010, -0.0290, 0.3325], [1.3855, -0.8578, -1.3631], [0.1044, 1.5821, 2.1884], [1.5570, 0.0869, 1.0744], [0.6910, -1.3987, -2.2204], [0.8827, 1.8205, 2.7193], [-0.7174, -1.9635, -0.1987], [2.3750, -0.4235, -1.5915], [-1.4778, 1.6706, -0.5225], [-1.3939, 0.2014, -1.5503], [-2.5453, 0.2662, -0.1953]]
}

=====

[4]
{
  "formula": "C5H6N2O2S",
  "method": "wB97M-V/def2-TZVPD",
  "lumo_energy_ev": -0.1,
  "homo_lumo_gap_ev": 8.32,
  "e_above_lowest_kj_mol": 387.4,
  "species": ["C", "C", "C", "C", "C", "N", "N", "O", "O", "S", "H", "H", "H", "H", "H", "H"],
  "positions_angstrom": [[1.2119, -1.3240, 1.1516], [0.1627, -1.2818, 0.1399], [1.4505, -0.0234, 1.5581], [-0.0899, 0.0726, -0.0914], [-1.2469, 0.7897, -0.6978], [0.7139, 0.8212, 0.7266], [-1.0036, 2.1938, -0.8862], [-1.1331, 2.6939, 1.5361], [0.6503, 3.7717, 0.2684], [-0.2084, 2.6436, 0.4977], [1.6566, -2.1805, 1.4721], [-0.2008, -2.2041, -0.2412], [2.1152, 0.4563, 2.3160], [-1.6350, 0.2066, -1.7078], [-2.0776, 0.6306, -0.0799], [-0.6491, 2.4986, -1.7540]]
}

=====

[5]
{
  "formula": "C5H6N2O2S",
  "method": "wB97M-V/def2-TZVPD",
  "lumo_energy_ev": [0.4, -2.5],
  "spin_multiplicity": 3,
  "homo_lumo_gap_ev": [6.43, 6.46],
  "e_above_lowest_kj_mol": 22.4,
  "species": ["C", "C", "C", "C", "C", "N", "N", "O", "O", "S", "H", "H", "H", "H", "H", "H"],
  "positions_angstrom": [[-0.8622, -0.7086, -0.1882], [-1.4624, 0.5564, -0.0854], [0.6534, 1.6937, -0.0626], [0.5625, -0.8372, -0.1426], [1.3517, 0.3481, -0.0789], [-0.7399, 1.7379, -0.0652], [1.1907, -1.9915, -0.2123], [3.7863, 1.4058, 0.2571], [3.4449, -1.0167, 0.5468], [3.2158, 0.2265, -0.3794], [-1.4545, -1.6956, -0.3735], [-2.6408, 0.6382, 0.1589], [1.2092, 2.6682, 0.2312], [-1.2391, 2.5961, 0.1601], [0.5225, -2.7397, -0.1175], [2.7028, -1.5178, 0.0288]]
}

=====

[6]
{
  "formula": "C5H6N2O3",
  "method": "wB97M-V/def2-TZVPD",
  "lumo_energy_ev": [0.1, 0.1],
  "homo_lumo_gap_ev": [7.30, 7.30],
  "e_above_lowest_kj_mol": 179.3,
  "species": ["C", "C", "C", "C", "C", "N", "N", "O", "O", "O", "H", "H", "H", "H", "H", "H"],
  "positions_angstrom": [[-1.3189, -0.5897, 2.3754], [1.1915, -2.7274, -0.5236], [-0.3287, 0.0329, 1.6966], [0.2811, 0.8609, -0.4976], [-0.2739, 1.3799, -1.7865], [-2.1677, -1.2010, 2.8734], [-0.5114, 0.2589, 0.3231], [2.0397, -3.4420, -0.2381], [0.2977, -2.0446, -0.7586], [1.3847, 1.4792, -0.0347], [0.7086, 0.1710, 2.1294], [0.3163, 1.5785, -2.5988], [-0.7769, 2.3329, -1.5757], [-0.9697, 0.7680, -2.3004], [-1.4443, -0.0237, 0.0130], [1.5720, 1.1662, 0.9029]]
}

=====

[7]
{
  "formula": "C5H6N2O3",
  "method": "wB97M-V/def2-TZVPD",
  "lumo_energy_ev": -0.8,
  "homo_lumo_gap_ev": 9.30,
  "e_above_lowest_kj_mol": 582.2,
  "species": ["C", "C", "C", "C", "C", "N", "N", "O", "O", "O", "H", "H", "H", "H", "H", "H"],
  "positions_angstrom": [[1.2077, -1.7437, 0.3617], [2.3138, 0.6913, 0.7094], [0.3224, -0.1523, -1.2867], [-0.4473, -0.0198, 1.2100], [0.6114, -0.4442, 0.2633], [1.5032, -2.8401, 0.4471], [3.3527, 0.2948, -0.2923], [3.2668, 0.8899, -1.3363], [2.2710, 1.6090, 1.4431], [4.1081, -0.5931, 0.0272], [0.5094, 0.8257, -1.6148], [0.9923, -0.8006, -1.8489], [-0.6909, -0.4879, -1.5486], [-1.3669, 0.3643, 0.8099], [-0.9671, -0.5763, 2.0195], [0.0357, 0.8701, 1.8143]]
}

=====

[8]
{
  "formula": "C5H6N2O3",
  "method": "wB97M-V/def2-TZVPD",
  "lumo_energy_ev": 0.4,
  "homo_lumo_gap_ev": 9.42,
  "e_above_lowest_kj_mol": 341.0,
  "species": ["O", "C", "N", "C", "C", "C", "C", "N", "O", "H", "H", "H", "H", "O", "H", "H"],
  "positions_angstrom": [[3.5685, 1.1343, 1.5205], [2.6775, 0.7733, 0.7775], [2.6900, 0.0271, -0.3543], [1.3838, -0.2898, -0.7293], [0.5792, 0.2978, 0.1699], [-0.8558, 0.2336, 0.5597], [-1.7912, -0.4339, -0.3805], [-1.7748, -0.7508, -1.5747], [1.3683, 1.0181, 1.0493], [3.5414, -0.2606, -0.8176], [1.1311, -0.8825, -1.5992], [-0.9451, -0.2758, 1.5333], [-1.2219, 1.2612, 0.7252], [-3.5799, -0.6235, -0.0730], [-3.6299, -0.2198, 0.8119], [-3.1413, -1.0087, -1.6188]]
}

=====

Here are the calculated max |F| numbers, same order: 3.92; 1.96; 3.19; 5.14; 3.22; 3.43; 4.03; 4.73 (eV Å⁻¹).